ORCA calculation (ωB97M-V with the def2-TZVPD basis set) on a molecular structure, C44H67MoN11OSi in a non-equilibrium geometry.

Geometry (Å):
Mo: -0.366 -0.192 -0.206
C: 2.317 1.078 3.056
C: 1.182 1.017 2.088
N: 0.695 -0.133 1.651
N: 1.024 -1.248 2.261
C: 0.500 -2.279 1.627
O: -0.097 -2.057 0.519
C: 0.600 -3.611 2.218
C: 0.048 -4.726 1.585
C: 0.131 -5.969 2.184
C: 0.766 -6.113 3.408
C: 1.317 -5.009 4.042
C: 1.237 -3.765 3.452
C: 0.373 2.147 1.775
C: 0.622 3.456 2.228
C: -0.362 4.408 2.116
C: -1.585 4.044 1.555
C: -1.726 2.765 1.054
N: -0.780 1.835 1.129
H: 1.944 1.051 4.080
H: 2.891 1.990 2.920
H: 2.971 0.220 2.927
H: -0.437 -4.612 0.626
H: -0.301 -6.830 1.696
H: 0.830 -7.086 3.868
H: 1.805 -5.124 4.997
H: 1.658 -2.894 3.927
H: 1.571 3.705 2.672
H: -0.201 5.415 2.468
H: -2.395 4.749 1.492
H: -2.647 2.471 0.568
C: 3.318 -2.096 0.621
N: 2.502 -2.209 -0.582
C: 2.439 -3.564 -1.105
C: 2.455 -1.083 -1.375
N: 1.708 -0.040 -0.959
C: 2.328 1.214 -0.967
C: 3.703 1.255 -0.762
C: 4.418 2.447 -0.674
C: 3.742 3.631 -0.736
C: 2.342 3.652 -0.896
C: 1.700 4.906 -0.860
C: 0.348 4.992 -0.999
C: -0.386 3.828 -1.224
C: 0.196 2.569 -1.308
N: -0.691 1.489 -1.520
C: -1.762 1.705 -2.290
N: -1.771 2.416 -3.434
C: -2.930 2.430 -4.306
C: -0.696 3.247 -3.935
N: -2.999 1.242 -1.792
C: -3.581 -0.053 -2.096
C: -4.046 2.252 -1.656
C: 1.600 2.440 -1.067
N: 3.154 -1.053 -2.519
C: 4.244 -1.962 -2.824
C: 3.020 0.018 -3.474
H: 2.983 -2.817 1.365
H: 3.234 -1.090 1.027
H: 4.376 -2.291 0.396
H: 1.849 -4.156 -0.401
H: 3.420 -4.040 -1.196
H: 1.941 -3.574 -2.071
H: 4.240 0.324 -0.648
H: 5.488 2.421 -0.542
H: 4.260 4.572 -0.651
H: 2.299 5.788 -0.698
H: -0.160 5.942 -0.940
H: -1.460 3.907 -1.314
H: -3.554 1.559 -4.149
H: -2.590 2.396 -5.339
H: -3.523 3.337 -4.181
H: -0.825 4.283 -3.610
H: -0.708 3.228 -5.022
H: 0.279 2.907 -3.598
H: -2.794 -0.772 -2.283
H: -4.257 -0.013 -2.963
H: -4.173 -0.375 -1.238
H: -4.508 2.132 -0.672
H: -4.843 2.147 -2.399
H: -3.647 3.262 -1.714
H: 4.675 -2.392 -1.926
H: 5.027 -1.401 -3.335
H: 3.915 -2.769 -3.484
H: 3.090 -0.388 -4.483
H: 3.815 0.757 -3.329
H: 2.058 0.501 -3.339
C: -6.217 -2.473 0.224
C: -5.436 -2.306 1.528
N: -4.431 -1.248 1.483
C: -4.833 -0.028 2.170
C: -6.028 0.669 1.522
C: -3.237 -1.431 0.895
C: -2.902 -2.817 0.451
N: -2.357 -0.484 0.698
H: -6.915 -3.299 0.333
H: -5.567 -2.695 -0.618
H: -6.790 -1.583 -0.015
H: -4.974 -3.258 1.792
H: -6.130 -2.048 2.328
H: -3.996 0.670 2.222
H: -5.092 -0.294 3.202
H: -5.844 0.873 0.468
H: -6.211 1.613 2.030
H: -6.930 0.070 1.607
H: -2.958 -3.500 1.295
H: -1.888 -2.833 0.068
H: -3.574 -3.172 -0.322
H: -2.668 0.403 1.084
C: -0.081 0.168 -4.801
Si: -0.532 -1.481 -3.942
C: -2.182 -2.059 -4.722
C: 0.749 -2.724 -4.629
C: -0.551 -1.582 -2.019
H: 0.720 0.012 -5.514
H: 0.251 0.920 -4.101
H: -0.922 0.568 -5.354
H: -2.059 -2.113 -5.799
H: -3.028 -1.408 -4.538
H: -2.455 -3.054 -4.384
H: 0.792 -2.658 -5.711
H: 0.480 -3.747 -4.388
H: 1.753 -2.550 -4.260
H: 0.276 -2.271 -1.832
H: -1.420 -2.220 -1.819

Results
gap between HOMO and LUMO (spin up / spin down): 6.59 / 6.10 eV
E_tot: -74875.913 eV
spin multiplicity: 3
ΔE to the lowest compared entry with this formula, charge and spin: 0.0853 eV
HOMO level (spin up / spin down): -12.1 / -12.1 eV
charge: +2
lowest unoccupied orbital energy (spin up / spin down): -0.2011 / -0.2189 Eh

ORCA calculation (ωB97M-V with the def2-TZVPD basis set) on a molecular structure, C44H70BBaF4N4O18 in a non-equilibrium geometry.

Geometry (Å):
Ba: -3.392 2.823 2.688
B: -0.908 0.564 0.288
F: -0.639 -0.793 0.077
F: -2.219 0.915 0.031
F: -0.504 0.848 1.604
F: -0.170 1.391 -0.556
C: -2.136 -7.081 -0.315
C: -1.833 -5.800 0.165
C: -1.397 -5.576 1.464
C: -1.186 -6.637 2.317
C: -1.543 -7.915 1.900
C: -2.032 -8.138 0.571
N: -0.523 -6.417 3.616
O: -0.087 -7.455 4.197
O: -0.467 -5.275 4.027
H: -2.484 -7.120 -1.337
H: -1.931 -4.945 -0.488
H: -0.996 -4.595 1.675
H: -1.393 -8.727 2.596
H: -2.339 -9.124 0.257
C: 0.974 3.195 -4.865
C: 0.441 4.282 -5.479
C: 0.969 5.545 -5.276
C: 2.159 5.741 -4.568
C: 2.744 4.550 -4.020
C: 2.171 3.286 -4.165
N: 2.812 7.061 -4.502
O: 2.245 8.082 -4.807
O: 3.911 7.068 -3.980
H: 0.515 2.217 -4.869
H: -0.430 4.121 -6.097
H: 0.504 6.387 -5.767
H: 3.688 4.587 -3.498
H: 2.624 2.450 -3.652
C: -3.839 -1.296 -4.292
C: -5.118 -1.743 -4.683
C: -5.261 -2.982 -5.262
C: -4.139 -3.785 -5.264
C: -2.870 -3.323 -4.873
C: -2.712 -2.041 -4.339
N: -4.197 -5.182 -5.740
O: -5.279 -5.665 -5.906
O: -3.135 -5.876 -5.749
H: -3.700 -0.271 -3.982
H: -6.015 -1.149 -4.582
H: -6.197 -3.287 -5.707
H: -1.991 -3.950 -4.864
H: -1.789 -1.640 -3.946
C: 4.471 -3.419 3.466
C: 5.605 -4.243 3.577
C: 5.733 -5.462 2.924
C: 4.706 -5.856 2.039
C: 3.573 -5.078 1.889
C: 3.426 -3.849 2.579
N: 4.881 -7.071 1.211
O: 3.862 -7.456 0.581
O: 5.840 -7.749 1.346
H: 4.268 -2.560 4.089
H: 6.476 -4.017 4.174
H: 6.596 -6.079 3.128
H: 2.779 -5.333 1.203
H: 2.499 -3.297 2.554
C: -5.751 3.761 -1.214
O: -4.399 3.956 -0.893
C: -3.914 5.195 -1.384
C: -2.450 5.368 -1.379
O: -2.070 5.437 -0.011
C: -0.738 5.905 0.293
H: -6.464 4.527 -0.906
H: -5.984 2.881 -0.615
H: -5.783 3.567 -2.286
H: -4.355 6.068 -0.903
H: -4.115 5.246 -2.454
H: -2.176 6.311 -1.853
H: -2.036 4.502 -1.895
H: 0.019 5.234 -0.114
H: -0.587 5.983 1.370
H: -0.484 6.827 -0.229
C: 0.502 3.587 5.054
O: -0.896 3.739 5.306
C: -1.188 4.268 6.615
C: -2.368 3.518 7.277
O: -3.424 3.556 6.374
C: -4.702 3.305 7.046
H: 1.057 4.499 5.271
H: 0.748 3.420 4.006
H: 0.948 2.833 5.703
H: -1.414 5.321 6.450
H: -0.304 4.155 7.242
H: -2.479 4.113 8.183
H: -2.041 2.515 7.551
H: -4.962 4.149 7.685
H: -4.787 2.357 7.576
H: -5.507 3.290 6.311
C: 5.282 4.821 0.870
O: 5.490 3.463 0.646
C: 4.463 2.559 1.088
C: 4.942 1.134 0.656
O: 6.162 0.815 1.360
C: 6.865 -0.324 0.947
H: 5.050 4.989 1.922
H: 4.459 5.138 0.229
H: 6.137 5.463 0.658
H: 3.498 2.701 0.600
H: 4.411 2.419 2.168
H: 5.071 1.231 -0.422
H: 4.148 0.410 0.839
H: 6.192 -1.181 0.975
H: 7.577 -0.623 1.716
H: 7.199 -0.152 -0.076
C: -5.275 -1.273 1.243
O: -5.274 -0.304 2.291
C: -5.548 -0.860 3.572
C: -4.329 -1.461 4.209
O: -3.411 -0.362 4.381
C: -2.136 -0.860 4.641
H: -5.154 -0.609 0.387
H: -6.249 -1.729 1.069
H: -4.465 -1.992 1.364
H: -6.305 -1.644 3.570
H: -5.913 -0.153 4.317
H: -3.962 -2.328 3.659
H: -4.633 -1.814 5.194
H: -1.446 -0.079 4.962
H: -1.628 -1.223 3.747
H: -2.168 -1.628 5.413
C: 2.746 -2.351 -3.184
O: 3.258 -1.512 -4.249
C: 2.804 -1.888 -5.496
C: 3.254 -0.894 -6.467
O: 4.658 -0.793 -6.722
C: 5.353 0.074 -5.828
H: 3.189 -1.910 -2.291
H: 3.048 -3.379 -3.383
H: 1.700 -2.140 -2.959
H: 1.735 -2.063 -5.376
H: 3.240 -2.833 -5.819
H: 2.864 0.120 -6.372
H: 2.852 -1.185 -7.437
H: 6.431 -0.061 -5.923
H: 5.198 -0.107 -4.764
H: 5.108 1.133 -5.908

Results
gap between HOMO and LUMO: 6.17 eV
E_tot: -101799.405 eV
HOMO level: -10.8 eV
charge: +1
lowest unoccupied orbital energy: -0.1696 Eh